# C20H53AsN4O3PtSSbSi3

C20H53AsN4O3PtSSbSi3 as an isolated structure at a distorted geometry (ωB97M-V/def2-TZVPD, the Open Molecules 2025 dataset).

Molecular weight: 905.75 g mol⁻¹
LUMO energy (spin up / spin down): -0.070 / -0.152 Eh
Net charge: +1
Spin multiplicity: 3
Energy above the lowest of the compared OMol25 structures with the same formula, charge and spin: 5.54 kcal/mol
Kohn-Sham gap (spin up / spin down): 7.99 / 6.37 eV
HOMO (spin up / spin down): -9.88 / -10.50 eV

Structure (XYZ):
```
87
Properties=species:S:1:pos:R:3:forces:R:3:mulliken_charge:R:1
Pt 0.02484 -0.22073 0.33084 -0.18 0.79 0.18 2.6530
C -2.16324 3.10037 -1.13683 0.03 0.02 0.01 -0.9447
N -0.92028 3.45748 -0.46467 -0.21 -0.11 -0.10 -0.1465
C 0.17419 2.71650 -0.52666 0.02 0.19 -0.07 -0.0027
S 0.30968 1.38263 -1.61842 -0.07 -0.19 0.27 -0.3099
N 1.20193 3.05690 0.25127 0.09 0.11 0.04 0.0475
C 1.19721 4.18614 1.16691 -0.05 -0.08 0.00 -1.2545
H -2.93411 3.79774 -0.81638 0.04 -0.01 -0.01 0.4060
H -2.45317 2.08912 -0.86015 0.00 -0.04 0.06 0.0904
H -2.04478 3.15781 -2.21695 0.01 0.02 0.01 0.3485
H -0.99834 4.11227 0.29647 -0.01 0.01 0.02 0.2745
H 2.04374 2.52304 0.12788 0.02 -0.06 -0.01 0.3075
H 0.97198 5.11730 0.64292 0.03 0.00 -0.02 0.4076
H 2.18367 4.27666 1.61092 0.01 -0.01 0.01 0.3697
H 0.46863 4.03811 1.96818 0.00 -0.04 0.00 0.3632
C 3.61928 0.28082 1.41099 -0.04 -0.06 0.07 -0.9759
C 3.00248 -0.78499 2.31888 0.07 0.11 -0.12 -0.8085
As 1.07827 -0.54401 2.54622 -0.10 -0.36 0.11 -0.0139
C 0.57011 -2.13705 3.54545 0.02 0.04 0.17 0.0298
C 1.50245 -2.60322 4.66198 0.00 -0.01 -0.07 -1.4848
C 1.01207 1.01313 3.72118 -0.06 0.00 0.09 -0.1111
C 1.28512 0.75441 5.20060 0.00 0.01 -0.09 -1.5309
H 4.63207 0.00203 1.11754 0.01 0.04 0.03 0.4058
H 3.68188 1.24542 1.91951 -0.01 0.00 -0.01 0.3135
H 3.03087 0.40979 0.49849 0.01 -0.02 -0.03 -0.0162
H 3.48370 -0.77613 3.29712 -0.02 -0.03 0.03 0.5981
H 3.14077 -1.78019 1.89430 -0.02 -0.03 -0.02 0.4956
H 0.48673 -2.90471 2.77499 0.00 0.00 0.00 -0.1044
H -0.43869 -1.94790 3.91197 0.02 0.02 -0.01 0.3386
H 2.54053 -2.67038 4.33224 -0.03 -0.02 0.00 0.2846
H 1.20461 -3.59888 4.99550 0.00 0.02 0.00 0.4433
H 1.46490 -1.94479 5.52612 0.02 -0.01 0.00 0.2566
H 0.04098 1.48720 3.59606 0.08 0.03 0.01 0.3168
H 1.75675 1.69376 3.30139 -0.01 0.04 -0.02 0.2978
H 0.51677 0.11333 5.63266 0.01 0.01 0.00 0.3213
H 1.26734 1.69880 5.74647 0.01 -0.02 0.00 0.4268
H 2.25939 0.29185 5.36689 -0.02 0.00 0.00 0.3253
O -2.48131 1.79528 3.28313 0.46 -0.18 -0.07 -0.6549
N -1.94734 0.96021 2.56317 -1.02 0.08 -0.44 -0.1348
O -1.98246 -0.25566 2.81062 0.40 0.25 0.09 -0.2300
O -1.41514 1.36295 1.45635 0.28 -0.20 0.19 0.0799
C 2.99021 -1.77719 -2.75341 -0.06 -0.03 0.06 -1.2587
C 2.17564 -1.71645 -1.54608 0.27 -0.12 -0.17 0.2364
N 1.53495 -1.66269 -0.59555 0.06 -0.01 -0.31 -0.0140
H 2.78264 -2.70251 -3.29006 -0.01 0.02 0.02 0.3408
H 4.04661 -1.74404 -2.49080 -0.02 0.00 0.02 0.3820
H 2.75220 -0.92741 -3.39277 -0.02 0.01 0.03 0.2984
C -4.91782 0.01126 1.81287 0.07 0.07 0.10 -1.0673
Si -4.65581 -0.72197 0.13554 0.02 0.01 -0.18 0.6412
C -5.65445 -2.28379 -0.08808 0.01 -0.12 0.04 -1.0547
C -5.10094 0.46091 -1.24186 0.02 0.03 -0.09 -0.7386
Sb -2.22086 -1.50526 -0.32520 -0.01 -0.19 0.18 -1.7272
Si -2.21285 -2.03828 -2.86720 -0.06 -0.26 0.16 0.6123
C -1.98346 -0.51283 -3.90410 0.04 0.17 0.07 -0.8922
C -0.81470 -3.26916 -3.10672 0.10 0.03 0.02 -0.8138
C -3.82962 -2.84752 -3.34187 -0.10 -0.03 0.00 -1.0674
Si -2.05424 -3.80247 0.87607 -0.07 -0.01 -0.34 0.6817
C -0.31860 -4.42283 0.56840 0.12 0.03 -0.01 -0.7774
C -3.25878 -4.96850 0.04328 -0.08 -0.10 0.01 -1.0325
C -2.44610 -3.60791 2.69041 -0.07 0.19 0.10 -0.9092
H -5.99584 0.11645 1.97642 0.05 0.00 -0.02 0.4663
H -4.46366 1.00014 1.90655 -0.05 -0.04 0.02 0.2282
H -4.50617 -0.61868 2.60281 -0.04 0.04 -0.01 0.3080
H -6.70991 -2.02300 -0.22168 0.06 -0.01 0.02 0.4565
H -5.57852 -2.94253 0.78045 -0.01 0.04 -0.04 0.2549
H -5.33064 -2.84068 -0.96987 -0.08 0.00 0.05 0.2693
H -6.05119 0.95648 -1.01861 0.04 -0.06 -0.01 0.4231
H -5.21989 -0.08256 -2.18402 0.01 0.07 0.04 0.2472
H -4.34848 1.23507 -1.39129 -0.04 0.02 0.00 0.0467
H -1.11749 0.07498 -3.59866 -0.02 0.01 -0.04 0.2047
H -2.86527 0.13081 -3.84219 0.06 0.00 -0.01 0.2503
H -1.85183 -0.80984 -4.94941 -0.03 0.00 0.04 0.4096
H -0.04371 -3.14934 -2.34207 0.00 -0.02 -0.08 -0.0960
H -0.35211 -3.14726 -4.09129 -0.05 -0.03 0.04 0.4484
H -1.19703 -4.29103 -3.03867 0.03 0.03 0.01 0.3615
H -4.68060 -2.17304 -3.21381 0.05 -0.06 -0.03 0.2342
H -4.01878 -3.75331 -2.76091 -0.03 0.06 -0.08 0.2914
H -3.78766 -3.13340 -4.39906 0.00 0.03 0.07 0.4134
H -0.24108 -4.83557 -0.44183 0.02 0.03 0.06 0.3431
H -0.06859 -5.21706 1.27983 -0.03 0.03 -0.06 0.4613
H 0.42159 -3.62651 0.66606 0.01 -0.06 -0.02 -0.1436
H -3.30103 -4.80622 -1.03663 0.04 -0.08 0.09 0.1305
H -4.26954 -4.85828 0.44216 0.06 0.00 -0.06 0.2859
H -2.94367 -6.00429 0.21405 -0.03 0.08 0.00 0.4126
H -1.65539 -4.04515 3.30491 -0.08 -0.02 -0.02 0.4250
H -3.38413 -4.11672 2.92667 0.04 0.03 0.00 0.4584
H -2.54604 -2.55532 2.96960 0.01 -0.11 0.03 0.0913
```
Positions in Å, forces in eV/Å.